Entry 1:
Density functional theory data (ωB97M-V/def2-TZVPD) for a structure of composition C15H28N4O3PPd.

Geometry (Å):
Pd 0.92 -1.30 0.03
N 0.34 -0.07 -1.51
C -1.07 0.34 -1.31
C -1.79 0.60 -2.64
C -1.51 1.96 -3.28
C -2.16 3.15 -2.58
N -3.63 3.04 -2.50
C -4.24 2.25 -1.60
N -3.76 2.04 -0.38
N -5.38 1.65 -1.93
C -1.83 -0.71 -0.44
O -3.02 -0.43 -0.17
O -1.20 -1.73 -0.07
H 0.96 0.72 -1.68
H 0.41 -0.68 -2.32
H -1.04 1.25 -0.70
H -2.85 0.45 -2.49
H -1.49 -0.19 -3.34
H -1.86 1.94 -4.32
H -0.44 2.15 -3.34
H -1.95 4.07 -3.12
H -1.76 3.30 -1.58
H -4.14 3.27 -3.33
H -3.01 2.65 -0.08
H -3.64 1.02 -0.11
H -5.68 1.55 -2.88
H -5.91 1.18 -1.21
C 2.41 -1.52 3.88
P 1.04 -2.30 3.03
C 0.67 -3.84 3.87
C -0.39 -1.23 3.23
O 1.36 -2.57 1.58
H 2.18 -1.34 4.93
H 2.64 -0.57 3.38
H 3.28 -2.17 3.80
H 0.47 -3.67 4.92
H 1.53 -4.51 3.77
H -0.19 -4.30 3.39
H -0.64 -1.11 4.29
H -1.23 -1.65 2.69
H -0.16 -0.25 2.81
C 5.46 0.13 -0.09
C 4.43 1.06 -0.07
C 3.11 0.64 -0.04
C 2.79 -0.71 -0.03
C 3.82 -1.65 -0.05
C 5.15 -1.23 -0.09
H 6.49 0.45 -0.12
H 4.67 2.12 -0.06
H 2.32 1.39 0.00
H 3.59 -2.70 -0.02
H 5.94 -1.96 -0.11

Results
Gap between HOMO and LUMO, eV: 8.413
Energy relative to the best compared isomer or geometry (same formula, charge and spin), eV: 0.065
Charge: +1
Multiplicity: 1

Atom charges from the Löwdin analysis, given in e for atoms 1 to 2: Pd 0.9055; N -0.0098

=====

Entry 2:
Density functional theory data (ωB97M-V/def2-TZVPD) for a structure of composition C5H3N in a non-equilibrium geometry.

Geometry (Å):
C 0.06 0.75 0.10
C -1.19 1.05 -0.02
C 0.70 -1.07 0.13
C 1.41 0.22 -0.14
C -1.87 -0.18 0.45
N -0.49 -0.68 0.25
H 1.88 0.11 -1.12
H 2.12 0.36 0.54
H -2.62 -0.57 -0.18

Results
Gap between HOMO and LUMO (spin up / spin down), eV: 6.835 / 7.192
Energy relative to the best compared isomer or geometry (same formula, charge and spin), eV: 8.309
Multiplicity: 1

Atom charges from the Löwdin analysis, given in e for atoms 1 to 2: C -0.1905; C 0.0676